# 1
The following is a quantum chemistry calculation of a 2-piece molecular cluster, C5H12O2 overall, from the Open Molecules 2025 dataset.

Last column: Löwdin charge in e.
Atoms and positions in Å:
C 2.24536 0.39142 1.03080  -0.113
C 1.10493 0.73711 0.07331  -0.255
C 0.30826 -0.46422 -0.36720  -0.107
O -0.76662 -0.97379 2.11020  -0.063
C -0.89822 -0.43633 -0.94440  -0.420
C -1.61583 0.81586 -1.35988  -0.018
O -1.45869 -1.63494 -1.33082  0.023
H 1.85404 -0.00949 1.97163  0.068
H 2.92150 -0.35279 0.59534  0.073
H 2.84198 1.28097 1.25902  0.070
H 0.44766 1.46305 0.56873  0.108
H 1.50923 1.24103 -0.81280  0.113
H 0.74696 -1.44745 -0.20231  0.125
H -0.40655 -1.83943 1.89513  0.040
H -1.01918 -0.64132 1.23429  0.000
H -1.36924 1.04173 -2.40285  0.094
H -2.70589 0.72815 -1.29253  0.083
H -1.31957 1.67535 -0.75477  0.077
H -2.42014 -1.57490 -1.27090  0.102

Gap between HOMO and LUMO (eV): 9.463
SMILES: CC/C=C(\C)O.O
Energy above the lowest of the compared OMol25 structures with the same formula, charge and spin (kcal per mole): 27.90
Largest force on an atom (eV Å⁻¹): 0.690
Molecular weight (g mol⁻¹): 104.1
LUMO level (eV): 0.73


# 2
The following is a quantum chemistry calculation of a 4-piece molecular cluster, CH11NO4 overall, from the Open Molecules 2025 dataset.

Last column: Löwdin charge in e.
Atoms and positions in Å:
N -1.59945 0.19422 -0.56596  0.014
C -2.09154 -0.61239 0.49058  -0.353
O -1.80906 -0.15378 1.81881  -0.093
H -2.19117 0.92043 -0.92346  0.069
H -0.64557 0.48802 -0.47760  0.028
H -1.60475 -1.59107 0.46737  0.098
H -3.17242 -0.67534 0.35398  0.113
H -1.03679 0.44537 1.76039  0.046
H 0.69509 2.41514 1.05225  0.056
H 1.46786 1.12365 0.71473  0.007
O 0.59365 1.46133 0.98506  -0.061
H 0.37365 -1.10650 -2.36188  0.055
H 0.70975 -1.78353 -1.03693  0.051
O 1.06129 -1.16635 -1.68691  -0.053
H 2.53889 -0.19234 -0.74681  0.021
H 3.83411 0.08530 0.05816  0.057
O 2.87646 0.14783 0.09823  -0.055

Gap between HOMO and LUMO (eV): 9.662
SMILES: NCO.O.O.O
Energy above the lowest of the compared OMol25 structures with the same formula, charge and spin (kcal per mole): 8.74
Largest force on an atom (eV Å⁻¹): 0.907
Molecular weight (g mol⁻¹): 101.1
LUMO level (eV): 0.58


# 3
The following is a quantum chemistry calculation of one molecule with the formula CH5IN2 in a non-equilibrium geometry, from the Open Molecules 2025 dataset.

Last column: Löwdin charge in e.
Atoms and positions in Å:
C -0.15921 0.90166 -0.43102  -0.184
N -0.53828 0.04705 0.61856  -0.216
N 0.42062 -1.00261 0.96805  -0.464
I 0.66026 -2.44063 -0.55601  0.626
H 0.62759 1.58005 -0.18382  0.078
H 0.08731 0.43378 -1.39613  0.049
H -0.95435 1.52070 -0.67539  0.058
H -1.33814 -0.58345 0.63970  0.094
H 1.19420 -0.45654 1.01606  -0.042

Gap between HOMO and LUMO (eV): 8.731
SMILES: CNNI
Energy above the lowest of the compared OMol25 structures with the same formula, charge and spin (kcal per mole): 21.70
Largest force on an atom (eV Å⁻¹): 4.010
Molecular weight (g mol⁻¹): 172.0
LUMO level (eV): -0.04


# 4
The following is a quantum chemistry calculation of C32H26BrClN4O7ReS2 as an isolated structure in a non-equilibrium geometry, from the Open Molecules 2025 dataset.

Last column: Löwdin spin population.
Atoms and positions in Å:
Re 0.53108 -0.28870 0.01142  2.432
C 2.13931 -3.06202 -2.88702  0.012
C 1.85675 -1.93722 -1.95514  0.087
N 0.83133 -1.91495 -1.15448  -0.040
N -0.09959 -2.94166 -1.19556  0.006
C -1.15576 -2.54715 -0.53578  -0.005
O -1.26043 -1.39884 0.05590  0.100
C -2.32953 -3.45029 -0.46399  0.000
C -3.57262 -2.91031 -0.15396  -0.001
C -4.68839 -3.73260 -0.09332  0.000
C -4.56062 -5.09539 -0.32584  -0.002
C -3.31391 -5.63934 -0.61540  0.000
C -2.19901 -4.81886 -0.69006  -0.002
C 2.66045 -0.72910 -1.89504  -0.008
C 3.66410 -0.47478 -2.75658  0.069
C 4.34339 0.78684 -2.65674  0.005
C 3.97122 1.68883 -1.74290  0.048
C 2.83003 1.44461 -0.83667  0.032
N 2.27942 0.14824 -0.89672  0.044
H 1.39729 -3.84036 -2.75279  0.000
H 2.10208 -2.70922 -3.91980  0.004
H 3.13551 -3.46599 -2.69998  0.004
H -3.65402 -1.84536 0.02777  0.000
H -5.65923 -3.31081 0.13614  0.000
H -5.43364 -5.73546 -0.28573  0.000
H -3.21324 -6.70462 -0.78222  0.000
H -1.22137 -5.22263 -0.92009  0.000
H 3.93576 -1.20468 -3.50448  0.005
H 5.16864 1.00057 -3.32418  -0.001
H 4.45949 2.64992 -1.64423  0.003
H 3.03383 1.74170 0.18600  0.002
O -0.09762 2.95001 2.90307  0.005
S 0.49787 2.82507 1.60949  0.013
O 1.87986 3.20173 1.50956  0.008
O 0.22209 1.46863 1.00572  0.106
C -0.43495 3.84958 0.47567  0.001
C -1.11945 4.90750 1.05164  0.000
C -1.87697 5.76618 0.26737  0.001
C -1.95540 5.57553 -1.10056  0.000
C -1.26131 4.53521 -1.69890  0.001
C -0.50052 3.67121 -0.92109  0.001
S 0.37439 2.43117 -1.85425  0.006
O 0.43638 2.85232 -3.21321  0.001
O 1.72921 2.52715 -1.16591  0.013
O -0.24902 1.10714 -1.66150  0.024
H -1.06030 5.02790 2.12582  0.000
H -2.41002 6.58749 0.72982  0.000
H -2.55164 6.24209 -1.71111  0.000
H -1.28068 4.39405 -2.77019  0.000
Br -2.92589 1.73850 1.87412  0.000
C -2.75062 0.12223 2.85110  0.000
C -3.77001 -0.21310 3.73424  0.000
C -3.69746 -1.44452 4.35532  0.000
C -2.63714 -2.28863 4.05502  0.000
C -1.66864 -1.83439 3.18044  0.000
N -1.70608 -0.63181 2.59645  0.005
H -4.58911 0.46970 3.90938  0.000
H -4.46669 -1.74903 5.05430  0.000
H -2.55692 -3.27526 4.49230  0.000
H -0.82007 -2.46037 2.92292  0.000
Cl 7.03974 1.03136 2.28727  -0.002
C 5.44308 0.35063 2.12878  -0.005
C 5.27352 -0.83842 1.43558  0.002
C 4.00083 -1.36834 1.29974  -0.004
C 2.88802 -0.73558 1.85092  0.010
C 1.50195 -1.27713 1.64235  0.000
C 3.09280 0.44569 2.55852  -0.004
C 4.35940 1.00057 2.69091  0.002
H 6.13329 -1.34144 1.01180  0.000
H 3.86929 -2.29131 0.74062  0.000
H 0.89270 -1.04777 2.51925  0.009
H 1.53328 -2.35836 1.49203  0.008
H 2.24476 0.96474 2.99171  0.000
H 4.49322 1.93630 3.21680  0.000

Multiplicity: 4
Gap between HOMO and LUMO (alpha / beta) (eV): 7.365 / 7.107
Energy above the lowest of the compared OMol25 structures with the same formula, charge and spin (kcal per mole): 30.06
⟨S²⟩: 3.80
Largest force on an atom (eV Å⁻¹): 1.212
Molecular weight (g mol⁻¹): 944.3
LUMO level (alpha / beta) (eV): -0.70 / -1.24


Which value of largest force on an atom does entry 2 give? 0.907 eV Å⁻¹